The following is a quantum chemistry calculation of a cluster of 13 separate species, H26O13 in total, from OMol25.

Properties
LUMO energy ... -0.737 eV
Frontier orbital gap ... 0.3403 Eh
Spin multiplicity ... 1
Molecular weight ... 234.20 g/mol
Total charge ... 0
Energy relative to the best compared isomer or geometry (same formula, charge and spin) ... 247.8 kJ/mol

Geometry as XYZ:
```
39
Properties=species:S:1:pos:R:3:forces:R:3
O 2.57541 1.75528 1.34972 2.173 1.784 -0.161
H 2.14241 1.90828 2.16272 -0.830 0.048 1.121
H 2.21841 1.01728 0.92772 -1.004 -1.720 -0.817
O 2.49941 -1.18072 1.24372 -1.648 0.263 0.344
H 3.42641 -1.27672 1.24772 1.849 -0.046 0.506
H 2.13441 -2.06472 1.41272 0.179 -0.149 -0.386
O 3.08041 -0.33672 -1.24428 0.908 -0.611 -1.604
H 3.03741 -0.85272 -0.43528 -0.133 0.123 0.336
H 3.43441 -0.97372 -1.91828 -0.108 1.123 0.761
O -1.97059 1.51128 1.96172 1.087 -1.024 1.464
H -1.09659 1.26428 2.35272 -1.073 0.136 -0.635
H -1.84759 2.42628 1.75972 -0.176 1.290 -0.557
O 1.26141 -3.52172 0.87372 0.267 -0.279 0.768
H 1.53141 -4.20872 1.50972 -0.622 0.442 -0.321
H 0.48141 -3.01072 1.18272 -0.097 -0.778 0.155
O -0.27559 -0.21572 -2.66528 -1.430 -0.203 -0.798
H -0.00759 -0.14072 -1.77128 -0.049 -0.168 1.927
H 0.52941 0.07628 -3.03128 1.411 0.497 -1.522
O -2.54059 0.08328 -0.14228 -0.340 -0.363 0.261
H -2.58959 0.77228 0.55872 0.035 0.038 -0.066
H -2.70059 -0.73072 0.34872 -0.047 -0.013 -0.263
O -2.50859 3.18328 -0.50728 -2.747 0.876 1.125
H -1.60959 3.03728 -0.56328 3.342 -0.179 -0.208
H -2.90659 2.52228 -1.06228 -0.549 -0.380 -0.861
O 1.32241 -2.37172 -1.55528 -1.109 -1.336 -0.527
H 1.39641 -2.88672 -0.75228 0.108 -0.321 0.035
H 1.95441 -1.68472 -1.47728 0.350 1.139 0.018
O 0.48841 3.12428 -0.19128 -0.077 3.318 -0.906
H 0.36841 2.21228 -0.10828 0.032 -2.649 -0.065
H 0.63341 3.33928 -1.13328 -0.053 -0.393 0.803
O -0.96159 -2.10772 1.82472 1.697 0.929 0.929
H -0.73159 -1.73472 2.71672 -0.872 -0.646 -1.224
H -1.85559 -2.41472 1.79372 -0.774 -0.294 0.444
O 0.05041 0.46928 0.02872 -1.066 0.761 -0.548
H 0.52041 -0.18372 0.51372 0.396 -1.109 0.502
H -0.92659 0.23628 -0.05228 1.076 -0.067 0.193
O -3.32959 1.30728 -2.46028 -0.250 0.991 -0.729
H -4.15559 1.02128 -2.84528 -0.243 -0.035 -0.120
H -3.07259 0.63028 -1.85328 0.387 -0.993 0.624
```
Positions in Å, forces in eV/Å.